{
  "formula": "C22H30N2O5",
  "method": "the ωB97M-V functional and the def2-TZVPD basis",
  "species": ["C", "C", "O", "C", "O", "C", "C", "C", "N", "C", "O", "C", "N", "C", "O", "C", "O", "C", "C", "C", "C", "C", "C", "C", "C", "C", "C", "C", "C", "H", "H", "H", "H", "H", "H", "H", "H", "H", "H", "H", "H", "H", "H", "H", "H", "H", "H", "H", "H", "H", "H", "H", "H", "H", "H", "H", "H", "H", "H"],
  "coordinates": [[0.392681, 1.807489, -2.905343], [0.005849, 1.871602, -1.435662], [-1.412653, 1.801861, -1.260717], [-1.971983, 0.600257, -1.302144], [-1.366120, -0.423425, -1.505038], [-3.483757, 0.659582, -1.108485], [-3.975806, -0.657088, -0.501042], [-3.777767, -0.630004, 1.026271], [-2.767753, 0.337911, 1.383456], [-1.511249, 0.130682, 1.815255], [-0.761510, 1.064523, 2.057355], [-1.028423, -1.308221, 2.053866], [-0.579807, -1.982605, 0.849421], [-1.357627, -2.958386, 0.324306], [-2.397374, -3.329176, 0.842756], [-0.870538, -3.530063, -0.994456], [0.526223, -3.686840, -1.070325], [1.221760, -2.593103, -0.638278], [2.505297, -2.388697, -1.118143], [3.253518, -1.313205, -0.681621], [2.739717, -0.408015, 0.241003], [3.588770, 0.768252, 0.700106], [4.889389, 0.233207, 1.317000], [3.918924, 1.651810, -0.511182], [2.887100, 1.633868, 1.749770], [1.453747, -0.624898, 0.722288], [0.690003, -1.707046, 0.302155], [-3.197579, 1.706377, 1.146074], [-3.904612, 1.823777, -0.211796], [1.468284, 1.922096, -3.003525], [0.106266, 0.845137, -3.322073], [-0.102462, 2.598942, -3.463467], [0.472203, 1.047879, -0.885382], [0.291050, 2.826624, -0.989926], [-3.909855, 0.785920, -2.109856], [-3.409483, -1.482098, -0.933815], [-5.029547, -0.811380, -0.731326], [-4.705934, -0.321605, 1.519897], [-3.521075, -1.628381, 1.373096], [-0.193588, -1.245011, 2.758256], [-1.819193, -1.921605, 2.491211], [-1.312504, -4.516609, -1.146044], [-1.216655, -2.847401, -1.787314], [2.902185, -3.092639, -1.832160], [4.248812, -1.186419, -1.077696], [4.665004, -0.431463, 2.148338], [5.493591, 1.058109, 1.688526], [5.477987, -0.318138, 0.589285], [4.436177, 1.088041, -1.282715], [4.556540, 2.479284, -0.207295], [3.005027, 2.059111, -0.937785], [1.951694, 2.040302, 1.374708], [2.682112, 1.063269, 2.652017], [3.532298, 2.467528, 2.019879], [1.034964, 0.061380, 1.435382], [-3.866467, 2.017473, 1.956826], [-2.304835, 2.333073, 1.177760], [-3.653014, 2.776386, -0.675344], [-4.988019, 1.781758, -0.086305]],
  "atomic_forces_ev_per_a": [[-0.28, -0.02, 0.30], [0.61, -0.14, -0.17], [-0.22, 0.30, 0.01], [-0.45, -0.22, -0.14], [0.18, 0.02, -0.10], [-0.02, -0.02, 0.02], [0.14, 0.00, -0.04], [-0.24, -0.43, -0.08], [-0.22, 0.24, -0.08], [0.20, -0.27, 0.29], [0.32, 0.16, 0.12], [-0.05, 0.00, 0.23], [0.04, 0.14, 0.26], [-0.10, -0.40, -0.18], [-0.05, -0.14, -0.18], [-0.50, -0.01, -0.28], [0.31, 0.01, 0.23], [0.15, 0.31, 0.02], [-0.24, -0.07, 0.04], [-0.06, 0.00, -0.01], [-0.07, -0.10, 0.01], [0.13, 0.14, 0.07], [-0.15, 0.09, -0.08], [-0.01, -0.12, 0.18], [0.10, -0.17, -0.19], [0.14, -0.07, 0.01], [0.32, -0.26, -0.28], [0.11, 0.49, 0.11], [0.04, -0.07, -0.09], [0.14, 0.02, -0.03], [0.02, -0.06, -0.05], [0.01, 0.08, -0.08], [-0.09, 0.21, -0.03], [-0.02, -0.13, 0.00], [0.07, -0.01, 0.04], [-0.11, 0.00, 0.01], [-0.03, 0.01, -0.03], [0.05, -0.04, 0.01], [-0.04, 0.15, 0.05], [-0.16, 0.05, -0.11], [0.16, 0.08, -0.06], [0.02, 0.20, 0.13], [0.02, -0.12, 0.15], [0.03, -0.09, -0.10], [0.13, 0.03, -0.04], [0.01, -0.08, 0.10], [0.10, 0.10, 0.04], [0.10, -0.08, -0.07], [0.06, -0.04, -0.12], [0.08, 0.12, 0.02], [-0.10, 0.08, -0.09], [-0.18, 0.05, 0.00], [-0.10, -0.04, 0.13], [0.07, 0.08, 0.02], [-0.10, 0.09, 0.11], [0.06, 0.01, -0.03], [-0.23, -0.09, 0.01], [-0.08, 0.02, 0.05], [-0.02, 0.02, -0.05]],
  "mulliken_charge": [-1.32, 0.28, -0.28, 0.36, -0.60, -0.03, -0.69, -1.07, 0.04, 1.33, -0.72, -2.00, 0.46, 0.84, -0.69, -0.39, -0.55, 0.46, -1.40, -0.32, -0.19, 2.09, -1.85, -1.56, -1.99, -0.22, 0.38, -1.00, -0.99, 0.41, 0.29, 0.34, -0.14, 0.46, 0.58, 0.11, 0.53, 0.45, 0.48, 0.50, 0.72, 0.35, 0.08, 0.45, 0.44, 0.41, 0.46, 0.33, 0.33, 0.49, 0.16, 0.28, 0.40, 0.47, 0.55, 0.38, 0.40, 0.44, 0.47],
  "homo_energy_ev": -8.030,
  "relative_energy_kcal_mol": 4.22,
  "homo_lumo_gap_ev": 8.8,
  "smiles": "CCOC(=O)C1CCN(C(=O)CN2C(=O)COc3ccc(C(C)(C)C)cc32)CC1",
  "energy_ha": -1342.10246
}